[1]
Below is a molecular structure, C24H31GeIrN7O2S2Se, with properties calculated with wB97M-V/def2-TZVPD.

Geometry as XYZ:
```
69
Properties=species:S:1:pos:R:3:forces:R:3
Ir -0.183074 -0.421178 0.988475 -0.10 0.20 0.89
S 1.828226 -0.152278 2.392275 -1.96 0.30 -0.65
C 1.343726 0.751022 3.796675 0.19 -0.54 -0.80
C 2.228026 0.818022 4.874575 0.30 0.21 0.65
C 1.916526 1.567522 5.991475 0.61 -0.55 -0.54
C 0.721126 2.280422 6.048975 -0.84 0.26 -0.53
C -0.172974 2.218722 5.001075 0.16 0.32 0.57
C 0.113926 1.443322 3.869575 -0.58 -0.20 -0.63
S -1.059374 1.361322 2.609875 0.73 -1.59 -1.06
H 3.161626 0.279822 4.817875 0.11 -0.05 0.05
H 2.605426 1.614222 6.819375 0.11 -0.04 0.06
H 0.495426 2.886422 6.910775 -0.07 0.05 0.12
H -1.099074 2.771422 5.039475 -0.11 0.01 0.03
N -1.936974 -3.639478 3.595275 0.37 0.64 0.00
C -1.238574 -2.497678 3.563775 0.06 0.04 0.26
N -1.066774 -2.136978 2.308275 1.05 0.94 -0.86
C -1.692274 -3.115578 1.589475 -0.07 -0.13 0.86
N -2.224574 -4.034578 2.364275 -0.28 -0.32 -0.99
C -1.746274 -3.093178 0.145375 -0.13 -0.41 -0.53
C -2.306474 -4.148078 -0.589625 0.33 0.41 0.56
N -2.325674 -4.123778 -1.901925 -0.32 -0.32 -0.45
C -1.841874 -3.059878 -2.520525 0.22 0.23 0.25
C -1.282574 -2.003378 -1.806025 0.10 0.13 -0.39
N -1.215774 -2.031178 -0.477825 -0.16 0.78 0.96
H -2.260474 -4.183278 4.385075 0.09 0.11 0.00
H -0.875974 -1.972078 4.420875 0.08 0.12 0.30
H -2.717174 -5.010678 -0.082525 -0.02 -0.03 0.05
H -1.889974 -3.058078 -3.600225 0.06 0.13 -0.06
H -0.858674 -1.141478 -2.305525 -0.08 0.00 0.00
O -6.268674 2.993822 1.705675 0.10 -0.16 0.56
C -6.135674 3.169322 0.333575 -0.75 0.33 -0.91
N -4.794274 2.750722 0.016075 0.23 -0.16 0.26
C -4.355974 2.630522 -1.254625 -0.07 -0.05 0.66
O -5.049674 2.805222 -2.228325 -0.02 0.09 -0.32
C -2.904374 2.259922 -1.384525 0.37 -0.26 -0.13
C -2.199174 2.716822 -2.494825 -0.04 -0.10 0.12
C -0.864974 2.373322 -2.624725 -0.15 -0.11 0.25
C -0.293374 1.563422 -1.656525 0.59 0.18 -0.46
N -0.972774 1.087822 -0.617725 1.13 -0.86 1.13
C -2.249874 1.434122 -0.478525 -0.66 0.25 0.03
H -7.110974 3.347522 2.012975 0.09 0.00 -0.12
H -6.277074 4.221922 0.033675 0.02 -0.23 0.09
H -6.843074 2.554822 -0.247025 0.17 0.14 0.15
H -4.180774 2.682322 0.813275 0.07 0.11 -0.12
H -2.707874 3.326322 -3.229825 -0.03 0.02 0.00
H -0.276374 2.723922 -3.456725 0.11 0.01 -0.05
H 0.748926 1.282222 -1.723325 -0.05 0.03 0.00
H -2.769574 1.023422 0.377175 -0.05 -0.02 -0.01
C 6.393026 -0.174478 -2.971825 -0.65 0.08 0.00
Ge 4.411426 -0.063278 -2.928525 -0.46 -0.33 0.51
C 3.474726 -1.286778 -4.188325 0.31 0.42 0.28
C 3.691126 1.784022 -3.055625 0.33 -0.53 -0.03
C 3.728926 -0.696278 -1.042625 0.75 0.51 -0.59
Se 1.869126 -1.162078 -1.069125 -1.15 -0.03 0.21
C 2.092126 -3.084978 -1.070225 0.07 -0.10 0.22
H 6.739326 0.158722 -3.948625 -0.04 0.03 -0.06
H 6.745226 -1.191878 -2.820625 -0.08 -0.08 0.03
H 6.842426 0.469922 -2.219925 -0.05 0.04 0.07
H 3.654926 -0.984078 -5.216025 0.02 0.06 -0.10
H 2.398826 -1.259878 -4.010925 0.02 0.05 0.00
H 3.819026 -2.312578 -4.086425 0.10 -0.09 0.07
H 3.962326 2.228422 -4.009325 0.01 0.02 -0.11
H 4.092526 2.416922 -2.268725 0.07 0.01 0.11
H 2.605926 1.783722 -2.982325 -0.11 -0.07 -0.02
H 3.867626 0.126022 -0.344125 0.05 0.00 0.11
H 4.283026 -1.566378 -0.696725 0.00 0.02 0.13
H 2.673726 -3.365878 -1.944025 -0.01 0.08 -0.07
H 1.119726 -3.565978 -1.105425 -0.06 0.02 -0.02
H 2.621026 -3.370178 -0.164925 -0.01 -0.05 0.01
```
Positions in Å, forces in eV/Å.

Output
Energy above the lowest of the compared OMol25 structures with the same formula, charge and spin, eV: 4.417
Frontier orbital gap (spin up / spin down), eV: 6.4 / 5.5
Total charge: +2
HOMO energy (spin up / spin down), eV: -13.6 / -13.7
LUMO (spin up / spin down), eV: -7.297 / -8.158
M, g/mol: 857.5
2S+1: 2



[2]
Below is a molecular structure, C40H44GeN6ReTe, with properties calculated with wB97M-V/def2-TZVPD.

Geometry as XYZ:
```
93
Properties=species:S:1:pos:R:3:forces:R:3
Re 0.063323 -0.151575 0.049242 -0.63 -0.26 -0.26
C 6.192629 -0.309946 2.344885 -0.09 0.01 -0.03
C 4.688305 -0.242011 2.352568 0.05 0.00 0.02
C 3.909676 -1.265935 2.888181 0.03 0.02 0.02
C 2.530429 -1.214523 2.861247 -0.11 0.08 -0.05
C 1.841684 -0.129259 2.299214 0.14 0.06 0.13
N 0.453840 -0.069366 2.162619 0.03 -0.04 0.04
C -0.356670 -0.284158 3.251506 -0.05 0.12 0.03
C 0.144162 -0.272997 4.573198 0.06 -0.03 -0.11
C -0.627053 -0.558138 5.678313 -0.08 0.01 -0.03
C -1.985086 -0.829671 5.556885 -0.04 -0.07 0.07
C -2.847172 -1.149670 6.750274 0.03 0.09 -0.08
C -2.527281 -0.731318 4.288825 0.03 0.10 -0.06
C -1.761589 -0.457363 3.158383 0.23 0.01 0.22
N -2.477863 -0.316850 1.932696 -0.27 -0.16 -0.01
C -3.657941 -0.897420 1.619548 0.10 0.01 -0.12
C -4.089009 -0.349147 0.433161 -0.07 0.07 -0.05
C -3.090318 0.565845 0.086829 -0.03 -0.11 0.04
N -2.117283 0.577262 0.994451 0.36 0.07 -0.14
C 2.640998 0.889626 1.754540 0.01 -0.32 0.17
C 4.027957 0.829060 1.775671 -0.05 0.08 -0.06
N 2.031100 2.015768 1.131227 0.11 0.31 0.11
C 2.397545 3.304125 1.276171 -0.15 0.06 -0.08
C 1.598995 4.059810 0.446137 0.05 0.05 0.00
C 0.755613 3.135291 -0.174523 0.00 -0.01 0.06
N 1.029975 1.902233 0.240459 -0.22 -0.33 -0.10
H 6.547940 -1.119695 2.980554 0.03 0.01 0.00
H 6.631254 0.624211 2.698351 0.02 -0.02 0.01
H 6.565368 -0.484070 1.332977 0.04 0.00 0.02
H 4.398219 -2.128686 3.327183 0.00 0.00 -0.01
H 1.951266 -2.034397 3.264739 -0.04 0.00 0.03
H 1.185241 -0.029148 4.722748 0.08 -0.06 -0.04
H -0.167441 -0.551753 6.660411 0.02 -0.01 -0.01
H -2.243586 -1.546176 7.566142 -0.02 -0.01 0.02
H -3.605251 -1.890832 6.495765 -0.01 -0.01 0.04
H -3.362734 -0.258789 7.117942 0.00 -0.03 0.02
H -3.599635 -0.832018 4.175966 -0.01 -0.01 -0.02
H -4.095372 -1.671530 2.224417 0.05 0.03 0.08
H -4.991252 -0.579961 -0.106593 0.02 -0.03 0.02
H -3.019828 1.204244 -0.778651 0.04 -0.02 -0.01
H 4.595460 1.626315 1.306374 0.00 -0.01 -0.02
H 3.167245 3.592178 1.970622 0.03 -0.07 0.00
H 1.618062 5.127423 0.316223 -0.02 -0.02 0.02
H -0.042236 3.305303 -0.879073 -0.02 -0.06 0.00
C 5.140666 -1.575954 -1.460773 -0.15 -0.13 0.24
Te 2.989120 -1.344252 -1.090577 0.40 0.20 -0.41
C 3.318266 0.588389 -1.987911 -0.14 -0.03 0.07
C 4.689381 0.602072 -2.599240 0.02 -0.05 -0.01
C 5.081393 1.650119 -3.429382 0.03 0.00 0.01
C 6.337071 1.657822 -4.012596 -0.06 0.05 0.00
C 7.214689 0.610007 -3.767684 0.07 -0.03 -0.01
C 6.830359 -0.433796 -2.943160 0.01 0.03 0.00
C 5.567772 -0.448186 -2.352249 0.01 0.03 -0.06
H 5.331843 -2.541681 -1.927234 -0.06 -0.01 0.00
H 5.681002 -1.550482 -0.513237 -0.05 0.00 0.01
H 3.214065 1.375898 -1.237865 -0.01 -0.06 0.01
H 2.566299 0.742614 -2.757382 -0.03 -0.03 0.02
H 4.386654 2.460630 -3.621303 0.02 0.00 -0.01
H 6.626531 2.473603 -4.662889 0.01 -0.01 0.01
H 8.195909 0.606055 -4.225599 -0.01 -0.01 0.01
H 7.512718 -1.254673 -2.754357 0.00 0.00 -0.01
C -0.346852 -2.294859 0.356994 0.01 0.27 -0.06
C -0.774372 -3.248654 -0.708539 -0.08 0.01 0.03
C -2.131722 -3.495212 -0.937919 0.04 -0.05 0.01
C -2.551812 -4.353729 -1.941512 -0.04 0.04 0.04
C -1.621988 -4.998025 -2.745391 -0.04 -0.06 -0.08
C -0.269371 -4.793660 -2.511449 -0.02 -0.01 -0.01
C 0.145069 -3.939532 -1.500631 -0.03 0.06 0.02
H 0.590566 -2.652339 0.802612 -0.01 0.03 0.03
H -1.100955 -2.337771 1.152410 0.09 0.05 0.09
H -2.868975 -2.994739 -0.317277 0.03 0.01 -0.01
H -3.611674 -4.525685 -2.090658 0.01 0.00 -0.02
H -1.950347 -5.664515 -3.533344 0.02 -0.01 0.01
H 0.465841 -5.312805 -3.114755 0.02 0.02 0.01
H 1.201974 -3.796999 -1.318772 0.03 0.01 -0.04
C -0.317972 1.272381 -4.105502 -0.06 -0.07 -0.11
Ge -2.024168 0.253075 -4.176949 0.23 0.10 -0.05
C -2.313407 -0.707592 -5.868514 -0.01 0.14 0.30
C -3.516782 1.480755 -3.777983 0.19 -0.27 -0.01
C -1.365788 -0.812774 -2.651398 -0.14 0.08 -0.16
H -0.398907 2.341041 -4.312836 -0.11 -0.02 0.01
H 0.435633 0.865052 -4.789783 -0.06 -0.03 -0.01
H 0.763818 1.694153 -2.338351 0.07 -0.09 0.06
H -2.511250 -0.000731 -6.674181 0.01 0.00 0.00
H -3.170101 -1.375090 -5.776997 0.01 -0.01 -0.01
H -1.435937 -1.299948 -6.124063 0.00 0.00 0.02
H -3.788723 2.032600 -4.677597 -0.01 0.02 0.01
H -3.215278 2.193179 -3.009359 0.00 0.01 -0.01
H -4.394760 0.939937 -3.424033 0.00 0.00 -0.01
H -0.827412 -1.683339 -3.042772 -0.07 -0.03 -0.03
H -2.121580 -1.195860 -1.972750 0.00 -0.01 -0.03
N 0.072573 1.065847 -2.712111 -0.01 0.30 -0.22
C -0.375002 0.062571 -1.920381 0.26 0.05 0.49
```
Positions in Å, forces in eV/Å.

Output
Frontier orbital gap (spin up / spin down), eV: 6.8 / 6.5
Total charge: 0
HOMO energy (spin up / spin down), eV: -6.3 / -6.1
LUMO (spin up / spin down), eV: 0.542 / 0.388
M, g/mol: 995.3
2S+1: 4



[3]
Below is a single C4H5NO molecule, with properties calculated with wB97M-V/def2-TZVPD.

Geometry as XYZ:
```
11
Properties=species:S:1:pos:R:3:forces:R:3
C -0.305444 -0.660621 0.349868 1.20 2.53 -0.35
C 0.626267 0.355471 -0.348617 1.68 -2.51 -1.22
C 2.106449 -0.090419 -0.340197 -2.41 0.01 -0.21
C -1.718333 -0.004351 0.358389 2.40 -0.30 -0.18
N 0.273731 -1.697582 0.697377 -0.87 -0.26 0.29
O 1.653725 0.950882 0.379779 0.58 1.25 1.19
H 0.106159 0.924041 -1.126785 0.77 0.24 0.17
H 2.986064 -0.089901 -0.961807 0.05 0.28 -0.22
H -2.220383 -0.828603 -0.088617 -1.72 0.02 -0.27
H -1.543669 0.899841 -0.309513 -1.22 -1.23 1.07
H -1.964569 0.241240 1.390128 -0.46 -0.02 -0.27
```
Positions in Å, forces in eV/Å.

Output
Energy above the lowest of the compared OMol25 structures with the same formula, charge and spin, eV: 6.146
Frontier orbital gap (spin up / spin down), eV: 8.0 / 9.7
Total charge: 0
HOMO energy (spin up / spin down), eV: -8.3 / -9.2
LUMO (spin up / spin down), eV: -0.258 / 0.517
M, g/mol: 83.1
2S+1: 1



[4]
Below is a molecular structure, C48H44AsBrN2O2PRuS, with properties calculated with wB97M-V/def2-TZVPD.

Geometry as XYZ:
```
101
Properties=species:S:1:pos:R:3:forces:R:3
Ru 0.095054 0.298110 0.198077 -2.04 1.86 2.04
S -1.276047 1.114354 -4.012599 -0.22 -0.23 -0.01
C -1.203082 2.632954 -3.244956 0.00 0.12 -0.04
C -0.932607 2.529305 -1.912196 0.02 0.06 0.15
C -0.777410 1.184566 -1.457403 1.24 -0.47 -0.83
C -0.938033 0.312196 -2.514270 -0.40 -0.19 0.00
C -0.849395 -1.148698 -2.383237 0.30 0.29 -0.12
C -0.561462 -1.985695 -3.461408 0.01 0.23 -0.11
C -0.291329 -3.320279 -3.238511 -0.08 0.05 -0.18
C -0.327953 -3.806673 -1.944896 0.02 -0.16 0.19
C -0.684196 -2.936377 -0.934952 -0.33 0.08 0.21
N -0.982110 -1.650684 -1.137025 0.35 -1.07 -1.19
H -1.339868 3.531232 -3.830521 -0.03 -0.02 0.07
H -0.812629 3.397585 -1.276168 0.01 -0.04 0.01
H -0.507172 -1.551028 -4.452197 0.04 -0.07 -0.02
H -0.026991 -3.977231 -4.058031 -0.05 0.05 -0.02
H -0.100381 -4.840836 -1.725713 0.04 0.03 0.05
H -0.775328 -3.274883 0.091491 0.05 0.00 0.01
N -0.660641 1.716883 1.866390 0.04 -0.96 -1.04
C -2.068038 1.892508 2.026958 0.23 0.31 0.08
C -2.578786 2.993688 2.714864 0.10 0.02 0.11
C -3.937267 3.094661 2.953713 0.05 -0.09 -0.01
C -4.795181 2.082243 2.527079 0.02 0.05 0.01
C -4.287329 1.031039 1.787196 -0.02 0.00 0.13
C -2.925839 0.955187 1.490303 -0.22 -0.03 -0.22
P -2.219577 -0.286483 0.331700 -0.04 0.12 0.98
C -2.670876 -1.739578 1.373715 -0.13 -0.12 -0.19
C -3.459390 -2.808609 0.952944 0.10 -0.01 0.01
C -3.766661 -3.852497 1.817808 0.00 -0.01 0.00
C -3.295720 -3.841144 3.120253 0.03 0.02 0.01
C -2.533680 -2.766533 3.560661 -0.06 0.01 -0.02
C -2.238196 -1.720553 2.701503 0.09 -0.05 -0.04
C -3.479902 -0.146488 -1.013010 0.35 -0.01 -0.25
C -3.798460 -1.185052 -1.888807 -0.18 -0.06 0.08
C -4.659162 -0.984332 -2.958644 0.01 -0.01 0.01
C -5.205484 0.267445 -3.192043 -0.04 -0.02 0.03
C -4.889213 1.313816 -2.340445 0.08 0.03 0.00
C -4.027767 1.111781 -1.272266 -0.03 -0.03 0.04
H -0.278509 0.895217 2.372027 0.11 0.02 0.40
H -0.131128 2.548163 2.092750 0.24 -0.02 -0.29
H -1.897161 3.758811 3.070521 -0.03 -0.02 0.04
H -4.325144 3.950700 3.490708 0.00 -0.01 0.01
H -5.852515 2.129781 2.754788 0.02 0.02 -0.04
H -4.956675 0.264235 1.413341 0.02 0.02 -0.02
H -3.848001 -2.843089 -0.051571 -0.03 -0.02 0.01
H -4.376225 -4.676797 1.467856 0.00 0.03 -0.01
H -3.524343 -4.660790 3.790410 0.00 0.02 -0.01
H -2.167637 -2.740775 4.579708 -0.01 0.01 -0.02
H -1.639341 -0.895429 3.056009 0.05 -0.04 0.01
H -3.376340 -2.169821 -1.757082 0.09 0.04 -0.08
H -4.884601 -1.810470 -3.621815 -0.01 0.00 0.03
H -5.868505 0.429071 -4.032909 0.02 -0.01 0.01
H -5.294423 2.301979 -2.518658 0.01 -0.01 0.02
H -3.775677 1.950041 -0.638715 0.02 0.03 -0.03
C 1.458928 -2.738061 2.680007 0.01 0.00 -0.07
C 1.656037 -1.257126 2.366370 -0.16 0.00 0.21
C 2.221221 -0.514918 3.572720 0.03 0.02 -0.04
O 0.436781 -0.677555 1.987306 0.45 -0.30 0.06
H 2.352783 -3.169851 3.143093 -0.04 -0.03 -0.06
H 1.234819 -3.290284 1.762681 -0.03 0.00 0.04
H 0.617172 -2.857992 3.367305 0.04 -0.02 0.01
H 2.380901 -1.177375 1.552811 -0.03 0.09 -0.09
H 1.499550 -0.549754 4.395189 0.04 0.01 0.00
H 2.405010 0.527502 3.303085 0.00 -0.01 0.04
H 3.162846 -0.958371 3.914695 -0.05 0.04 0.00
Br 2.055444 1.880748 0.231084 0.28 0.22 -0.13
O 1.641735 -1.140986 -0.887364 -0.35 0.17 0.00
As 3.075227 -1.038449 -1.716976 -0.15 0.16 0.12
C 4.558025 -0.481695 -0.629394 0.01 -0.06 0.11
C 4.798443 -1.113440 0.588452 0.05 0.04 -0.11
C 5.800850 -0.645628 1.423360 0.00 0.00 0.01
C 6.554573 0.459027 1.049244 -0.03 0.02 0.00
C 6.316621 1.086895 -0.165021 -0.02 -0.01 0.00
C 5.317298 0.619263 -1.007035 0.06 -0.08 0.03
C 3.097353 0.119005 -3.243085 0.00 0.05 -0.11
C 2.191392 1.168048 -3.330253 0.03 -0.03 -0.04
C 2.237257 2.015757 -4.431996 0.06 -0.04 -0.03
C 3.191574 1.824280 -5.420341 -0.02 -0.01 0.03
C 4.113537 0.787377 -5.317450 0.01 0.00 0.00
C 4.066672 -0.069640 -4.229952 -0.05 0.03 0.08
C 3.386535 -2.815725 -2.394476 -0.15 -0.05 0.01
C 3.854107 -3.815081 -1.544855 0.05 0.06 -0.09
C 3.897851 -5.131257 -1.980381 -0.03 -0.01 0.00
C 3.472227 -5.453501 -3.263028 -0.03 0.02 0.02
C 2.988902 -4.462370 -4.105476 -0.01 0.00 0.02
C 2.933638 -3.145392 -3.668572 0.15 0.00 0.04
H 4.183705 -1.946685 0.899238 0.01 -0.02 0.05
H 5.978977 -1.130234 2.375311 -0.01 0.01 -0.02
H 7.315056 0.845429 1.716838 0.01 -0.04 -0.03
H 6.893638 1.957878 -0.449656 -0.01 -0.03 0.00
H 5.119457 1.123111 -1.943393 -0.02 0.05 0.01
H 1.471580 1.324826 -2.538305 -0.02 0.03 -0.03
H 1.519606 2.821658 -4.514104 0.03 0.00 0.04
H 3.223277 2.486521 -6.277265 0.00 -0.01 0.03
H 4.867666 0.651956 -6.082916 -0.02 -0.01 0.02
H 4.785094 -0.876490 -4.137739 0.01 -0.01 -0.05
H 4.185907 -3.566911 -0.545822 0.01 -0.05 0.02
H 4.250572 -5.909167 -1.315083 0.03 0.03 -0.01
H 3.507388 -6.481297 -3.602213 0.00 0.01 0.01
H 2.638082 -4.718987 -5.097924 0.03 0.03 0.00
H 2.541286 -2.371496 -4.316338 -0.02 -0.03 -0.03
```
Positions in Å, forces in eV/Å.

Output
Energy above the lowest of the compared OMol25 structures with the same formula, charge and spin, eV: 2.689
Frontier orbital gap (spin up / spin down), eV: 7.2 / 7.0
Total charge: 0
HOMO energy (spin up / spin down), eV: -7.0 / -6.8
LUMO (spin up / spin down), eV: 0.267 / 0.119
M, g/mol: 999.8
2S+1: 2